Here is a molecular structure, C18H41N2P3S2Sm in a non-equilibrium geometry from the OMol25 dataset. Energies are from ωB97M-V/def2-TZVPD.

Element x y z (Å)
Sm1 0.34 -1.26 0.79
P1 -0.61 1.58 1.83
P2 -2.72 -1.15 -0.02
P3 2.66 0.61 0.47
H1 2.01 -2.28 -3.45
C1 2.76 -2.18 -2.65
C2 2.68 -2.89 -1.51
H2 2.06 -3.81 -1.50
C3 -0.95 3.02 0.70
C4 -2.17 1.64 2.82
C5 0.52 2.34 3.08
C6 -3.35 -2.75 -0.72
C7 -3.76 -0.98 1.45
C8 -3.48 0.12 -1.15
C9 4.01 -0.15 -0.49
C10 3.47 0.72 2.09
C11 2.68 2.31 -0.15
H3 3.65 -1.64 -2.99
H4 3.23 -2.64 -0.61
H5 -1.12 3.96 1.24
H6 -1.85 2.82 0.10
H7 -0.12 3.16 0.01
H8 -2.19 2.53 3.47
H9 -2.23 0.75 3.46
H10 -3.05 1.68 2.16
H11 -0.02 2.98 3.78
H12 1.30 2.94 2.60
H13 0.96 1.54 3.66
H14 -4.16 -3.17 -0.12
H15 -2.51 -3.44 -0.70
H16 -3.68 -2.64 -1.76
H17 -4.20 0.01 1.53
H18 -3.14 -1.16 2.33
H19 -4.57 -1.73 1.45
H20 -4.25 -0.29 -1.83
H21 -2.67 0.56 -1.76
H22 -3.93 0.91 -0.54
H23 4.71 0.63 -0.78
H24 3.67 -0.70 -1.36
H25 4.53 -0.85 0.18
H26 4.17 1.57 2.07
H27 4.03 -0.21 2.26
H28 2.76 0.84 2.91
H29 3.73 2.55 -0.39
H30 2.32 3.04 0.58
H31 2.09 2.41 -1.07
C12 -0.19 -0.46 -3.18
C13 0.09 0.73 -4.09
C14 -1.13 1.14 -4.85
C15 -1.75 0.07 -5.46
C16 -1.65 -1.24 -4.92
C17 -1.02 -1.46 -3.68
S1 0.66 -0.43 -1.75
H32 0.64 1.38 -3.45
H33 0.80 0.44 -4.86
H34 -1.31 2.20 -5.04
H35 -2.27 0.24 -6.40
H36 -2.18 -2.04 -5.40
H37 -1.11 -2.37 -3.12
N1 1.99 -1.42 4.03
C18 0.62 -1.46 4.07
N2 0.03 -0.46 4.78
S2 -0.27 -2.54 3.14
H38 2.45 -1.07 4.86
H39 2.49 -2.11 3.48
H40 -0.99 -0.36 4.80
H41 0.51 -0.09 5.58

## Properties
F_max (eV/A): 2.1
2S+1: 6
LUMO energy (spin up / spin down) (eV): -10.63 / -9.76
Frontier orbital gap (spin up / spin down) (eV): 5.71 / 6.60
Molecular weight (g/mol): 593.0
⟨S²⟩: 8.7749
Total charge: +3